A molecular structure, C13H23BN6NiSi in a non-equilibrium geometry. Source: the OMol25 dataset; level of theory: the ωB97M-V functional and the def2-TZVPD basis.

Geometry as XYZ:
```
45
Properties=species:S:1:pos:R:3:forces:R:3:mulliken_charge:R:1
C 3.168451 -0.008621 -0.292521 -0.6 -0.3 -1.0 -0.05
N 1.879620 -0.048019 -0.712454 1.1 0.9 0.4 0.24
N 1.923165 0.053508 -2.091867 -0.5 -0.4 0.5 0.20
C 3.194959 0.021247 -2.518442 -0.1 0.1 0.4 -0.01
C 4.022486 -0.018482 -1.405269 -0.4 0.1 0.2 -1.36
B 0.629946 0.191197 -2.920259 0.6 -1.3 0.4 -0.06
N -0.330287 -0.930366 -2.476379 0.0 -0.3 0.9 0.05
N -0.675537 -1.098068 -1.145535 -1.6 -1.0 -1.4 0.27
C -1.646206 -2.042428 -1.091467 1.5 0.4 -1.4 0.13
C -1.817091 -2.560798 -2.384411 -0.4 0.0 0.2 -1.22
C -0.979507 -1.833064 -3.216692 -0.2 0.1 0.1 0.05
Ni 0.115639 -0.158601 0.285190 0.0 0.5 -1.7 -0.56
N -0.044298 1.498524 -2.439330 -0.7 2.2 -1.9 0.27
N -0.412910 1.634895 -1.112694 -1.1 2.3 1.6 0.03
C -0.975433 2.848678 -0.996440 0.8 -2.3 0.7 -0.13
C -1.001986 3.476683 -2.259055 -0.4 0.9 0.3 -0.91
C -0.388995 2.595165 -3.140390 1.3 -3.1 0.3 0.05
H -1.329681 3.240447 -0.052957 0.0 -0.2 -0.1 0.57
H -0.176170 2.644830 -4.192068 0.0 0.1 -0.2 0.50
H -1.406545 4.430370 -2.499492 -0.2 0.6 -0.1 0.47
H 0.857129 0.183460 -4.103756 -0.2 0.2 0.4 -0.01
H -0.787744 -1.854265 -4.287674 -0.3 -0.2 0.3 0.47
H 3.405316 0.025571 -3.587103 0.0 0.1 0.4 0.47
H -2.486746 -3.346409 -2.668368 -0.1 -0.2 -0.1 0.43
H 5.091080 -0.045715 -1.397249 0.3 0.0 0.0 0.45
H -2.104127 -2.286535 -0.147039 0.0 -0.2 -0.2 0.38
H 3.422880 0.028854 0.762559 -0.1 -0.2 -0.4 0.51
H -2.285635 -0.495065 1.530878 0.2 -0.3 0.3 0.38
C -1.870288 -1.334882 2.125680 -0.4 0.0 -0.1 -1.18
H -2.474720 -2.236236 1.932865 0.3 0.4 0.0 0.42
H -0.814316 -1.572675 1.867089 -0.3 0.0 0.2 0.23
H -1.956735 -1.095556 3.194784 0.2 -0.1 -0.5 0.29
C -0.604715 1.472098 3.341169 -0.5 -0.4 -0.8 -1.05
Si 0.722498 0.919275 2.096359 1.5 2.0 3.6 0.52
C 1.762120 2.446473 1.770498 0.0 -0.3 -0.8 -0.98
C 1.680724 -0.486652 2.905134 -0.3 -0.4 -1.0 -1.15
H -1.351351 2.096609 2.837199 0.0 0.0 0.3 0.35
H -0.142821 2.064390 4.142705 0.2 -0.1 -0.4 0.38
H -1.114548 0.623868 3.807906 0.1 0.3 -0.1 0.29
H 2.180404 2.846421 2.702569 -0.2 -0.2 0.0 0.43
H 2.590400 2.232308 1.089828 -0.1 0.2 0.1 0.37
H 1.141204 3.218109 1.301966 0.2 0.1 0.1 0.29
H 2.212060 -0.136653 3.791920 -0.1 0.2 0.0 0.42
H 0.990066 -1.282364 3.193796 0.2 0.0 0.1 0.37
H 2.403245 -0.894026 2.196817 0.1 -0.3 0.3 0.38
```
Forces are in eV/Å.

Values from the calculation:
Net charge: +2
HOMO-LUMO gap (spin up / spin down): 6.71 / 4.31 eV
Expectation value of S²: 2.386
Multiplicity: 3
Electronic energy: -2659.7382 Eh
HOMO energy (spin up / spin down): -0.574 / -0.570 hartree
F_max: 4.41 eV Å⁻¹


A molecular structure, C13H23BN6ReSi in a non-equilibrium geometry. Source: the OMol25 dataset; level of theory: the ωB97M-V functional and the def2-TZVPD basis.

Geometry as XYZ:
```
45
Properties=species:S:1:pos:R:3:forces:R:3:mulliken_charge:R:1
C 1.738946 -2.499519 -0.689406 -0.1 -0.8 -0.6 -0.28
N 0.439859 -2.099512 -0.822912 -0.2 0.2 0.3 0.16
N -0.347487 -3.203501 -1.120179 1.5 -0.9 0.2 0.10
C 0.483983 -4.205346 -1.304524 -1.6 -0.4 0.1 0.15
C 1.802451 -3.816729 -1.052647 1.3 -0.3 0.2 -1.14
B -1.883877 -3.100305 -1.211135 0.3 -0.3 0.0 0.29
N -2.262966 -2.307765 0.095082 -1.4 -0.7 2.1 0.24
N -1.654692 -1.066756 0.409573 -1.1 0.2 2.5 -0.04
C -2.098015 -0.724300 1.666974 1.0 -0.3 -2.5 -0.05
C -3.028474 -1.677536 2.102441 -0.1 0.6 1.0 -1.00
C -3.090110 -2.639794 1.093658 1.1 -1.0 -3.1 0.10
Re -0.399525 -0.373515 -1.050589 -1.9 0.6 0.9 0.55
N -2.015977 -2.076311 -2.287218 -1.5 1.8 -1.0 -0.36
N -1.130658 0.125316 -2.544816 1.6 2.0 -0.5 -0.08
C -1.901515 0.437977 -3.573526 -0.3 -0.9 -0.2 0.18
C -2.907393 -0.484893 -3.850253 0.9 1.3 -1.3 -0.79
C -2.906946 -1.751915 -3.175352 0.0 -0.9 0.6 0.14
H -1.594733 1.321472 -4.194664 -0.6 -0.8 0.5 0.48
H -3.710539 -2.462861 -3.470641 0.5 0.2 0.3 0.47
H -3.509315 -0.241256 -4.729781 -0.3 -0.5 0.4 0.48
H -2.432137 -4.179450 -1.309507 0.2 0.6 0.1 0.09
H -3.634919 -3.562095 0.952926 -0.3 0.0 0.5 0.55
H 0.008404 -5.133451 -1.553085 0.4 -0.7 -0.2 0.56
H -3.599662 -1.690787 3.019580 0.0 0.1 0.2 0.49
H 2.670449 -4.469022 -1.135677 -0.2 0.3 0.2 0.46
H -1.717496 0.156243 2.144823 0.0 0.1 0.3 0.66
H 2.494427 -1.823221 -0.331851 0.1 0.0 -0.1 0.70
H -2.432678 2.153537 -0.878995 1.1 -0.4 0.4 0.37
C -1.589886 2.065972 -0.141987 -1.7 0.0 0.8 -0.72
H -1.953269 1.732615 0.865391 0.7 0.3 -1.1 0.32
H 2.950292 1.669056 2.061227 0.3 0.3 -3.1 0.43
H -0.872339 2.883495 -0.151399 0.0 -0.5 -0.1 0.36
C 1.277816 2.784299 -1.430699 -0.7 0.3 0.8 -1.43
Si 1.555966 1.128176 -0.558773 2.4 1.9 -2.6 0.14
C 2.673323 0.409083 -1.987892 0.0 -0.5 0.7 -1.08
C 3.483442 1.945819 0.974424 -0.6 1.9 1.2 -1.16
H 0.575920 2.570351 -2.234559 -0.2 -0.2 -0.2 0.39
H 2.118085 3.283649 -1.906569 0.5 -0.3 0.2 0.50
H 0.796695 3.532280 -0.814282 0.0 0.4 0.1 0.56
H 3.314514 1.146969 -2.494763 -0.3 0.1 0.5 0.42
H 3.299455 -0.439448 -1.722205 0.0 -0.1 -0.1 0.39
H 1.964297 0.057702 -2.749188 -0.1 -0.1 -0.1 0.39
H 3.258600 2.607036 -0.040415 -0.1 -1.9 2.3 0.20
H 3.640780 2.994687 1.469740 0.2 -1.1 -0.5 0.43
H 4.475324 1.447807 0.937910 -0.9 0.1 -0.3 0.40
```
Forces are in eV/Å.

Values from the calculation:
Net charge: +4
HOMO-LUMO gap (spin up / spin down): 6.33 / 4.54 eV
Expectation value of S²: 4.024
Multiplicity: 4
Electronic energy: -1228.3491 Eh
HOMO energy (spin up / spin down): -0.817 / -0.822 hartree
F_max: 3.97 eV Å⁻¹


A molecular structure, C13H23Br2INbO in a non-equilibrium geometry. Source: the OMol25 dataset; level of theory: the ωB97M-V functional and the def2-TZVPD basis.

Geometry as XYZ:
```
41
Properties=species:S:1:pos:R:3:forces:R:3:mulliken_charge:R:1
C -2.141166 5.604086 -1.441742 0.1 -0.8 0.0 -1.47
C -1.324004 4.691914 -0.542678 -1.0 1.6 -1.3 1.15
C 0.025219 4.614808 -0.711431 0.9 -0.1 -0.1 -0.69
C 0.746624 3.760912 0.079228 1.2 0.2 -0.3 -0.45
C 0.155673 2.981232 1.036984 0.9 -0.9 1.1 1.06
C 0.929511 2.008174 1.893494 0.0 0.1 -0.8 -1.56
Nb 1.787101 0.355863 0.563005 -0.9 -1.2 1.3 -0.42
I 0.869410 -1.613187 2.366605 0.3 0.1 -0.1 -0.28
C 2.813214 -1.240867 -0.747823 -0.5 -0.9 0.0 -0.48
Br 3.406112 -0.434477 -2.447139 0.1 0.7 0.4 -0.15
C 1.956162 -2.516769 -1.042477 0.5 1.4 -0.6 -0.12
C 0.487134 -2.264714 -1.324512 -0.2 -1.0 -0.4 -1.04
Br 2.642764 -3.408010 -2.711731 0.0 -1.0 0.3 -0.24
C -1.194119 3.107498 1.214105 -1.0 -0.3 0.5 -0.56
C -1.930861 3.954853 0.428949 -0.8 -0.2 0.4 -0.64
H -2.673719 4.978571 -2.163719 -0.2 0.1 0.0 0.29
H -1.493895 6.252470 -2.027972 -0.1 0.3 0.2 0.33
H -2.881011 6.151834 -0.860028 0.0 0.3 -0.1 0.36
H 0.547766 5.185565 -1.467181 -0.1 0.2 -0.1 0.28
H 1.813835 3.675945 -0.063499 0.1 0.0 0.0 0.33
H 1.681878 2.527747 2.486012 0.0 -0.1 0.1 0.42
H 0.196307 1.519486 2.537203 0.2 -0.1 0.3 0.38
H 3.387231 0.596403 1.452470 0.2 0.7 -0.6 -0.02
H 2.428422 1.589745 -0.570542 -0.1 -0.3 0.4 0.05
H 0.254937 0.406567 -0.430291 0.2 0.9 -0.6 0.08
H 3.715379 -1.548165 -0.221961 0.2 0.0 -0.3 0.52
H 2.127955 -3.244516 -0.257274 -0.1 0.0 0.1 0.33
H 0.322170 -1.391739 -1.947901 0.1 0.2 0.1 0.34
H -0.111380 -2.240052 -0.419033 0.1 0.4 0.1 0.18
H 0.107643 -3.118046 -1.891728 -0.1 0.0 0.1 0.43
H -1.700284 2.534331 1.980671 0.0 -0.1 0.1 0.27
H -3.001991 4.036998 0.576224 -0.1 0.0 0.0 0.33
C -1.665529 -6.138762 0.455920 0.0 0.0 -0.1 -1.16
C -1.081040 -4.839005 0.981287 -0.3 -0.1 0.1 0.02
O -1.901348 -3.728802 0.634943 0.1 0.0 -0.2 -0.49
H -1.771852 -6.095297 -0.628796 0.1 0.0 0.0 0.28
H -1.029394 -6.987860 0.713173 0.0 0.0 0.0 0.33
H -2.661398 -6.311538 0.873534 0.0 0.0 0.1 0.33
H -0.096772 -4.663830 0.549195 0.0 0.2 0.0 0.13
H -0.974759 -4.877058 2.070641 0.2 -0.1 0.0 0.27
H -2.767925 -3.872304 1.025818 0.0 0.1 0.0 0.28
```
Forces are in eV/Å.

Values from the calculation:
Net charge: -1
HOMO-LUMO gap: 6.64 eV
Multiplicity: 1
Electronic energy: -6086.9662 Eh
HOMO energy: -0.171 hartree
F_max: 2.34 eV Å⁻¹


A molecular structure, C13H23BrNPRu in a non-equilibrium geometry. Source: the OMol25 dataset; level of theory: the ωB97M-V functional and the def2-TZVPD basis.

Geometry as XYZ:
```
40
Properties=species:S:1:pos:R:3:forces:R:3:mulliken_charge:R:1
C 4.722843 0.159500 1.325177 -0.1 -0.1 0.3 -0.89
C 4.018797 1.277239 0.904834 -0.4 0.6 -0.6 -0.80
C 2.677177 1.220505 0.454667 0.1 -0.1 0.1 0.17
C 2.002488 -0.017756 0.619332 -0.7 0.0 -0.3 0.09
C 2.734961 -1.155422 0.942957 0.3 0.3 0.5 2.15
C 4.065904 -1.060050 1.338643 0.4 -0.2 -0.1 -0.74
C 2.063149 2.523208 -0.019199 0.2 0.3 0.9 -0.50
C 1.577682 2.956841 -1.480674 -0.1 1.7 -0.6 -0.73
N 1.453100 2.180071 -2.748281 -1.7 -2.5 3.8 0.35
Ru -0.045065 -0.609888 1.121038 1.7 4.6 -1.1 -0.69
C 2.016385 -2.460686 0.925232 -0.9 -0.4 -0.3 -1.53
P 0.577784 -2.211993 -0.257027 1.8 -3.5 -1.0 0.99
H 4.511896 2.259437 0.913570 -0.2 -0.5 -0.2 0.37
H 4.571876 -1.959029 1.669654 0.1 0.0 -0.1 0.51
H 5.764938 0.256727 1.644396 -0.5 -0.1 -0.1 0.42
H 1.551641 -2.697702 1.886527 0.3 -0.3 0.1 0.33
H 2.641376 -3.292435 0.615770 0.1 -0.2 0.0 0.57
H 1.217498 2.738085 0.656203 0.0 -0.2 -0.6 0.43
H 2.793960 3.318854 0.241245 -0.4 -0.6 -0.3 0.41
H 0.600711 3.443942 -1.311755 0.6 -0.2 -0.4 0.45
C -0.602710 -3.576350 -0.067141 -0.3 0.2 0.0 -1.17
C 1.282542 -2.621812 -1.935956 -0.2 1.1 -0.4 -1.26
H 2.278738 3.777158 -1.728079 -0.2 -0.3 -0.1 0.27
C 2.351977 1.044088 -2.896756 0.7 -0.2 -0.7 -0.55
C 0.039402 1.811595 -3.066872 -0.2 0.4 -0.7 -0.60
H -0.979458 -1.471841 2.333876 0.1 0.0 1.6 0.21
H 3.001510 1.233033 -3.754650 0.2 0.0 -0.1 0.32
H 2.999114 0.880559 -2.014911 -0.4 0.3 -0.4 0.23
H 1.767904 0.139995 -3.155329 0.4 0.6 0.2 0.19
H -0.209256 2.217036 -4.050957 0.0 0.1 -0.1 0.33
H -0.062186 0.717591 -3.154574 0.2 0.5 0.1 0.21
H -0.697940 2.194711 -2.339166 0.7 0.0 -0.3 0.27
H 1.581547 -3.674572 -2.085358 -0.3 0.3 0.8 0.42
H 0.499861 -2.413926 -2.678953 0.1 0.0 0.1 0.43
H 2.150071 -2.003444 -2.194144 -0.2 0.0 0.2 0.29
H -0.165523 -4.579653 -0.045384 0.1 0.2 -0.1 0.40
H -1.164467 -3.377771 0.848161 0.0 -0.5 -0.2 0.39
H -1.296972 -3.504384 -0.913181 0.0 -0.1 0.2 0.39
H -1.312585 -1.635401 1.668722 -1.3 -1.0 -0.6 0.06
Br -1.487086 1.092971 0.255766 0.1 -0.1 0.2 -0.21
```
Forces are in eV/Å.

Values from the calculation:
Net charge: +2
HOMO-LUMO gap (spin up / spin down): 7.20 / 5.88 eV
Expectation value of S²: 6.032
Multiplicity: 5
Electronic energy: -3573.3712 Eh
HOMO energy (spin up / spin down): -0.561 / -0.574 hartree
F_max: 5.03 eV Å⁻¹


no.,molar mass (g mol⁻¹)
1,360.96
2,488.47
3,574.94
4,405.28